This record from the Open Molecules 2025 dataset describes C3H4Br2Cl2O as an isolated structure in a non-equilibrium geometry. The level of theory is ωB97M-V/def2-TZVPD.

Computed properties:
**Relative energy (zero: lowest compared OMol25 entry of this formula, charge and spin)**: 90.4 kcal/mol
**HOMO-LUMO gap**: 8.32 eV
**HOMO**: -8.863 eV

Positions of all 12 atoms, in Å:
1 C 0.857 -0.524 -0.793
2 C 0.319 0.476 0.168
3 C -1.065 0.802 -0.056
4 O -2.136 2.957 1.964
5 Cl 0.539 -0.067 1.998
6 Cl 1.416 1.859 0.020
7 Br -1.694 2.443 0.283
8 Br -2.225 -0.728 -0.049
9 H 1.829 -0.769 -0.500
10 H 0.359 -1.421 -1.247
11 H 1.062 0.177 -1.692
12 H -1.402 3.435 2.389

=====

This record from the Open Molecules 2025 dataset describes a 13-piece molecular cluster, C5H35NO13S overall in a non-equilibrium geometry. The level of theory is ωB97M-V/def2-TZVPD.

Computed properties:
**Relative energy (zero: lowest compared OMol25 entry of this formula, charge and spin)**: 39.1 kcal/mol
**HOMO-LUMO gap**: 9.11 eV
**HOMO**: -9.045 eV

Positions of all 55 atoms, in Å:
1 C 1.426 -0.404 -1.272
2 C 0.274 0.308 -2.020
3 C -0.244 -0.617 -3.151
4 S -1.284 0.253 -4.450
5 C 0.999 -0.903 0.124
6 N 1.383 -0.291 1.301
7 C 2.414 0.765 1.323
8 O 0.132 -1.757 0.133
9 H 1.902 -1.278 -1.714
10 H 2.271 0.343 -1.088
11 H -0.409 0.633 -1.277
12 H 0.601 1.253 -2.437
13 H 0.489 -1.146 -3.728
14 H -0.789 -1.426 -2.643
15 H -2.119 -0.734 -4.825
16 H 0.686 -0.163 1.973
17 H 2.622 1.271 0.367
18 H 2.029 1.502 2.071
19 H 3.472 0.461 1.609
20 H -3.066 -3.038 -2.198
21 H -1.948 -3.424 -1.574
22 O -2.491 -3.804 -2.245
23 H -3.602 -0.165 3.025
24 H -3.625 0.625 4.224
25 O -2.977 0.150 3.696
26 H 0.052 3.947 -1.934
27 H 0.548 2.531 -2.372
28 O 0.861 3.439 -2.109
29 H 2.205 3.544 -0.628
30 H 3.648 3.988 -0.027
31 O 2.960 3.329 -0.099
32 H -3.928 -0.943 0.668
33 H -4.995 -1.792 1.480
34 O -4.610 -0.940 1.350
35 H 0.935 3.891 2.639
36 H 1.556 3.328 1.201
37 O 0.788 3.491 1.777
38 H -1.786 -0.923 -0.421
39 H -2.125 -2.341 0.295
40 O -2.471 -1.592 -0.298
41 H 2.691 3.041 -2.964
42 H 3.532 1.869 -3.518
43 O 2.794 2.471 -3.793
44 H -1.404 -4.294 1.894
45 H -0.782 -3.405 0.681
46 O -1.536 -3.957 1.002
47 H -2.137 1.820 1.047
48 H -0.633 1.972 1.320
49 O -1.278 1.582 0.729
50 H -0.947 -0.331 3.381
51 H -0.162 -0.816 4.599
52 O -0.144 -0.208 3.866
53 H 2.392 -3.177 1.167
54 H 2.774 -4.205 2.315
55 O 3.055 -3.737 1.530

=====

This record from the Open Molecules 2025 dataset describes C35H37AsNPScSe4 as an isolated structure. The level of theory is ωB97M-V/def2-TZVPD.

Computed properties:
**Relative energy (zero: lowest compared OMol25 entry of this formula, charge and spin)**: 8.7 kcal/mol
**Net charge**: +1
**HOMO-LUMO gap**: 7.19 eV
**HOMO**: -10.096 eV

Positions of all 80 atoms, in Å:
1 Sc -0.363 0.235 1.186
2 Se 1.717 0.025 2.746
3 Se 0.370 1.249 4.247
4 Se -0.808 2.701 2.823
5 Se -2.555 1.347 2.037
6 C 3.248 0.514 -0.701
7 N 3.484 1.978 -0.532
8 C 3.906 2.612 -1.813
9 C 2.304 2.704 0.117
10 C 1.055 2.636 -0.696
11 C 0.837 3.678 -1.601
12 C -0.311 3.724 -2.377
13 C -1.260 2.726 -2.240
14 C -1.041 1.701 -1.323
15 C 0.104 1.614 -0.525
16 H 4.133 0.086 -1.168
17 H 2.363 0.391 -1.324
18 H 3.078 0.093 0.287
19 H 4.250 2.083 0.136
20 H 3.076 2.527 -2.511
21 H 4.783 2.084 -2.177
22 H 4.130 3.657 -1.618
23 H 2.661 3.727 0.238
24 H 2.202 2.234 1.098
25 H 1.562 4.481 -1.687
26 H -0.471 4.544 -3.063
27 H -2.174 2.761 -2.816
28 H -1.844 0.971 -1.208
29 C 0.497 -3.887 0.973
30 C 1.227 -3.849 2.300
31 As 2.230 -5.481 2.776
32 C 0.807 -6.746 2.382
33 C 0.026 -7.144 3.463
34 C -1.066 -7.984 3.275
35 C -1.373 -8.445 2.005
36 C -0.587 -8.068 0.922
37 C 0.495 -7.221 1.109
38 C 3.322 -5.648 1.169
39 C 3.817 -4.514 0.531
40 C 4.680 -4.628 -0.552
41 C 5.063 -5.880 -1.006
42 C 4.590 -7.016 -0.365
43 C 3.730 -6.901 0.718
44 P -0.537 -2.434 0.579
45 C -1.926 -2.491 1.738
46 C -1.678 -2.103 3.055
47 C -2.696 -2.108 4.000
48 C -3.973 -2.491 3.630
49 C -4.240 -2.858 2.314
50 C -3.226 -2.858 1.372
51 C -1.205 -2.765 -1.066
52 C -1.131 -1.776 -2.041
53 C -1.645 -1.995 -3.312
54 C -2.216 -3.219 -3.622
55 C -2.268 -4.226 -2.667
56 C -1.763 -4.002 -1.397
57 H -0.195 -4.737 0.944
58 H 1.194 -4.009 0.138
59 H 0.528 -3.733 3.133
60 H 1.924 -3.011 2.364
61 H 0.265 -6.803 4.464
62 H -1.667 -8.285 4.123
63 H -2.215 -9.108 1.857
64 H -0.814 -8.439 -0.069
65 H 1.103 -6.934 0.259
66 H 3.540 -3.525 0.879
67 H 5.057 -3.737 -1.038
68 H 5.734 -5.973 -1.849
69 H 4.893 -7.997 -0.705
70 H 3.374 -7.802 1.206
71 H -0.680 -1.780 3.365
72 H -2.487 -1.794 5.014
73 H -4.771 -2.492 4.359
74 H -5.240 -3.143 2.022
75 H -3.449 -3.128 0.349
76 H -0.652 -0.825 -1.837
77 H -1.587 -1.214 -4.058
78 H -2.613 -3.396 -4.612
79 H -2.706 -5.183 -2.912
80 H -1.818 -4.794 -0.660

=====

This record from the Open Molecules 2025 dataset describes a 2-piece molecular cluster, C37H46N3O5 overall in a non-equilibrium geometry. The level of theory is ωB97M-V/def2-TZVPD.

Computed properties:
**Relative energy (zero: lowest compared OMol25 entry of this formula, charge and spin)**: 51.2 kcal/mol
**Net charge**: +1
**HOMO-LUMO gap**: 4.97 eV
**HOMO**: -9.349 eV

Positions of all 91 atoms, in Å:
1 C 5.965 -4.311 -2.663
2 O 6.508 -3.023 -2.319
3 C 5.650 -1.970 -2.250
4 C 4.276 -2.013 -2.493
5 C 3.432 -1.087 -1.885
6 C 1.944 -1.320 -1.817
7 C 1.525 -1.814 -0.427
8 C 2.000 -3.253 -0.198
9 O 3.159 -3.621 -0.076
10 N 0.888 -4.042 -0.133
11 C 1.030 -5.468 -0.001
12 C -0.388 -3.352 -0.330
13 C -0.936 -3.691 -1.725
14 C -1.353 -3.760 0.795
15 N 0.073 -1.940 -0.243
16 C -0.699 -0.837 -0.169
17 C -2.081 -0.801 -0.235
18 C -2.875 0.341 -0.435
19 C -4.270 0.138 -0.751
20 C -4.991 1.029 -1.584
21 C -6.325 0.794 -1.915
22 C -6.945 -0.405 -1.512
23 C -6.220 -1.346 -0.768
24 C -4.933 -1.053 -0.331
25 C 3.974 0.057 -1.293
26 C 5.361 0.190 -1.142
27 O 5.987 1.141 -0.396
28 C 5.165 2.209 0.114
29 C 6.212 -0.790 -1.701
30 O 7.559 -0.728 -1.481
31 C 8.046 -1.220 -0.197
32 H 6.813 -4.993 -2.592
33 H 5.175 -4.608 -1.958
34 H 5.572 -4.302 -3.689
35 H 3.851 -2.849 -3.059
36 H 1.401 -0.393 -2.052
37 H 1.656 -2.091 -2.550
38 H 1.933 -1.156 0.368
39 H 2.101 -5.694 0.049
40 H 0.555 -5.822 0.917
41 H 0.591 -5.999 -0.850
42 H -0.144 -3.571 -2.478
43 H -1.267 -4.739 -1.735
44 H -1.780 -3.048 -1.998
45 H -0.846 -3.628 1.760
46 H -2.265 -3.164 0.815
47 H -1.640 -4.813 0.660
48 H -0.145 0.104 -0.043
49 H -2.522 -1.800 -0.256
50 H -2.388 1.281 -0.768
51 H -4.492 1.932 -1.949
52 H -6.869 1.529 -2.507
53 H -7.974 -0.612 -1.820
54 H -6.643 -2.322 -0.536
55 H -4.434 -1.752 0.350
56 H 3.307 0.829 -0.903
57 H 5.859 2.888 0.607
58 H 4.645 2.728 -0.705
59 H 4.427 1.823 0.833
60 H 9.125 -1.065 -0.232
61 H 7.593 -0.640 0.614
62 H 7.802 -2.284 -0.096
63 C -5.765 4.562 -0.703
64 C -6.099 3.659 0.326
65 C -5.092 2.966 0.991
66 C -3.740 3.122 0.605
67 C -2.662 2.296 1.136
68 C -1.393 2.836 1.340
69 N -0.819 3.119 2.541
70 C 0.261 4.123 2.478
71 C 1.049 4.096 3.776
72 O 0.167 4.271 4.894
73 C -0.784 3.188 4.968
74 C -1.676 3.161 3.734
75 C -3.415 4.093 -0.373
76 C -4.420 4.789 -1.040
77 H -6.554 5.111 -1.227
78 H -7.153 3.500 0.588
79 H -5.330 2.201 1.745
80 H -2.859 1.311 1.577
81 H -0.737 3.047 0.478
82 H 0.902 3.887 1.623
83 H -0.175 5.131 2.349
84 H 1.608 3.141 3.851
85 H 1.742 4.947 3.828
86 H -0.268 2.209 5.062
87 H -1.386 3.387 5.867
88 H -2.299 4.074 3.705
89 H -2.314 2.276 3.738
90 H -2.370 4.172 -0.678
91 H -4.153 5.508 -1.815

=====

Question: What is the relative energy (zero: lowest compared OMol25 entry of this formula, charge and spin) in the third record?
Answer: 8.7 kcal/mol

=====

Question: Which of these has the lowest HOMO?
Answer: C35H37AsNPScSe4

=====

Repeat the third record exactly.
This record from the Open Molecules 2025 dataset describes C35H37AsNPScSe4 as an isolated structure. The level of theory is ωB97M-V/def2-TZVPD.

Computed properties:
**Relative energy (zero: lowest compared OMol25 entry of this formula, charge and spin)**: 8.7 kcal/mol
**Net charge**: +1
**HOMO-LUMO gap**: 7.19 eV
**HOMO**: -10.096 eV

Positions of all 80 atoms, in Å:
1 Sc -0.363 0.235 1.186
2 Se 1.717 0.025 2.746
3 Se 0.370 1.249 4.247
4 Se -0.808 2.701 2.823
5 Se -2.555 1.347 2.037
6 C 3.248 0.514 -0.701
7 N 3.484 1.978 -0.532
8 C 3.906 2.612 -1.813
9 C 2.304 2.704 0.117
10 C 1.055 2.636 -0.696
11 C 0.837 3.678 -1.601
12 C -0.311 3.724 -2.377
13 C -1.260 2.726 -2.240
14 C -1.041 1.701 -1.323
15 C 0.104 1.614 -0.525
16 H 4.133 0.086 -1.168
17 H 2.363 0.391 -1.324
18 H 3.078 0.093 0.287
19 H 4.250 2.083 0.136
20 H 3.076 2.527 -2.511
21 H 4.783 2.084 -2.177
22 H 4.130 3.657 -1.618
23 H 2.661 3.727 0.238
24 H 2.202 2.234 1.098
25 H 1.562 4.481 -1.687
26 H -0.471 4.544 -3.063
27 H -2.174 2.761 -2.816
28 H -1.844 0.971 -1.208
29 C 0.497 -3.887 0.973
30 C 1.227 -3.849 2.300
31 As 2.230 -5.481 2.776
32 C 0.807 -6.746 2.382
33 C 0.026 -7.144 3.463
34 C -1.066 -7.984 3.275
35 C -1.373 -8.445 2.005
36 C -0.587 -8.068 0.922
37 C 0.495 -7.221 1.109
38 C 3.322 -5.648 1.169
39 C 3.817 -4.514 0.531
40 C 4.680 -4.628 -0.552
41 C 5.063 -5.880 -1.006
42 C 4.590 -7.016 -0.365
43 C 3.730 -6.901 0.718
44 P -0.537 -2.434 0.579
45 C -1.926 -2.491 1.738
46 C -1.678 -2.103 3.055
47 C -2.696 -2.108 4.000
48 C -3.973 -2.491 3.630
49 C -4.240 -2.858 2.314
50 C -3.226 -2.858 1.372
51 C -1.205 -2.765 -1.066
52 C -1.131 -1.776 -2.041
53 C -1.645 -1.995 -3.312
54 C -2.216 -3.219 -3.622
55 C -2.268 -4.226 -2.667
56 C -1.763 -4.002 -1.397
57 H -0.195 -4.737 0.944
58 H 1.194 -4.009 0.138
59 H 0.528 -3.733 3.133
60 H 1.924 -3.011 2.364
61 H 0.265 -6.803 4.464
62 H -1.667 -8.285 4.123
63 H -2.215 -9.108 1.857
64 H -0.814 -8.439 -0.069
65 H 1.103 -6.934 0.259
66 H 3.540 -3.525 0.879
67 H 5.057 -3.737 -1.038
68 H 5.734 -5.973 -1.849
69 H 4.893 -7.997 -0.705
70 H 3.374 -7.802 1.206
71 H -0.680 -1.780 3.365
72 H -2.487 -1.794 5.014
73 H -4.771 -2.492 4.359
74 H -5.240 -3.143 2.022
75 H -3.449 -3.128 0.349
76 H -0.652 -0.825 -1.837
77 H -1.587 -1.214 -4.058
78 H -2.613 -3.396 -4.612
79 H -2.706 -5.183 -2.912
80 H -1.818 -4.794 -0.660